Entry 1:
77
Properties=species:S:1:pos:R:3 method="wB97M-V/def2-TZVPD" e_homo_ha=-0.2686 total_charge=0 e_above_lowest_kcal_mol=29.6 gap_ha=0.260
Y -0.81617 -1.34523 -0.06352
C 5.40799 -0.00409 2.13326
C 4.74345 -1.37752 2.05933
N 3.36595 -1.34699 2.48784
C 2.31923 -1.25050 1.64483
S 0.76662 -1.38893 2.35952
N 2.62153 -1.05805 0.38645
N 1.67518 -1.08084 -0.56427
C 2.09843 -0.76315 -1.75778
C 3.53267 -0.36477 -1.95678
C 1.16465 -0.88569 -2.86388
C 1.56409 -0.70992 -4.19722
C 0.67671 -0.97263 -5.22054
C -0.60384 -1.39433 -4.89794
C -0.94985 -1.48069 -3.55852
N -0.10643 -1.23303 -2.56614
H 6.45472 -0.07889 1.85448
H 5.33750 0.40369 3.13968
H 4.91329 0.68167 1.45197
H 5.28251 -2.08799 2.69237
H 4.75587 -1.73921 1.02809
H 3.15196 -1.37397 3.47133
H 3.84172 0.22524 -1.09597
H 3.69295 0.20979 -2.86026
H 4.16284 -1.25402 -1.98525
H 2.56190 -0.37653 -4.42973
H 0.98207 -0.85407 -6.25115
H -1.32018 -1.64134 -5.66301
H -1.95569 -1.76785 -3.27271
O -0.90524 -3.64763 -0.38728
N -2.00932 -4.30067 -0.09183
C -1.90708 -5.47186 0.55090
C -3.00886 -6.19512 0.93263
C -4.27966 -5.69115 0.64856
C -4.38124 -4.50406 -0.02838
C -3.23716 -3.79256 -0.42458
S -3.33423 -2.35405 -1.30719
H -0.89516 -5.79445 0.74634
H -2.87630 -7.13346 1.44579
H -5.16026 -6.23512 0.95265
H -5.33641 -4.07021 -0.27715
C 1.35795 2.02161 3.86598
C 2.19902 2.04738 2.76582
C 1.67407 1.97352 1.48996
C 0.29638 1.89948 1.29960
C -0.54338 1.87969 2.40907
C -0.01179 1.94163 3.68453
P -0.28707 1.73672 -0.43442
C -0.08546 3.46185 -1.02306
C -0.59074 3.71220 -2.29843
C -0.43122 4.95116 -2.88567
C 0.25500 5.95097 -2.21503
C 0.76120 5.70756 -0.94964
C 0.59243 4.47164 -0.35065
C -2.07097 1.59437 -0.08147
C -2.98653 2.63417 -0.10784
C -4.26798 2.40690 0.35919
C -4.59569 1.16614 0.87745
C -3.67142 0.13097 0.88160
C -2.37741 0.29454 0.37316
H 1.76852 2.05364 4.86474
H 3.26963 2.09607 2.90078
H 2.32666 1.96927 0.62349
H -1.61242 1.80711 2.28215
H -0.66999 1.92577 4.54131
H -1.11876 2.92068 -2.81711
H -0.83350 5.13782 -3.87002
H 0.40191 6.91478 -2.67838
H 1.29414 6.48287 -0.41977
H 0.98485 4.29348 0.64109
H -2.70295 3.60342 -0.49104
H -4.99994 3.20141 0.33923
H -5.58847 0.99586 1.27025
H -3.98245 -0.83178 1.28129
N -1.96111 -2.39273 3.27092
C -2.14093 -2.38154 2.12671
H -1.64234 -2.27848 4.20928

***

Entry 2:
17
Properties=species:S:1:pos:R:3 method="wB97M-V/def2-TZVPD" smiles="C=C(C)CCC(=O)[O-]" e_homo_ha=-0.1447 total_charge=-1 e_above_lowest_kcal_mol=0.0 gap_ha=0.280
C 1.22968 -1.09089 1.04005
C 0.45272 -0.95191 -0.02590
C -0.54752 -1.98849 -0.43917
C 0.42408 0.35982 -0.77539
C -0.72238 1.27978 -0.31073
C -0.27576 2.40170 0.68101
O 0.94820 2.64716 0.72101
O -1.21376 2.91290 1.33632
H 1.83556 -0.24460 1.33607
H 1.27857 -1.99869 1.62691
H -0.30489 -2.98551 -0.05351
H -0.59215 -2.14837 -1.52452
H -1.54985 -1.69487 -0.11443
H 1.36463 0.88047 -0.62898
H 0.36073 0.16574 -1.84501
H -1.17330 1.77265 -1.16892
H -1.51456 0.68309 0.14520

***

Entry 3:
9
Properties=species:S:1:pos:R:3 method="wB97M-V/def2-TZVPD" smiles="O=[PH3].O=PO" e_homo_ha=-0.3684 total_charge=0 e_above_lowest_kcal_mol=19.4 gap_ha=0.343
O -1.00544 -1.08810 -0.94491
P -1.58000 0.09749 -0.32650
H -2.82642 0.29574 -0.89729
H -0.99045 1.25148 -0.75441
H -1.96282 0.03937 1.03651
O 0.78785 0.61572 0.27830
P 1.98515 0.11685 -0.46392
O 3.03305 -0.43361 0.69525
H 2.55909 -0.89494 1.37697

***

Entry 4:
63
Properties=species:S:1:pos:R:3 method="wB97M-V/def2-TZVPD" e_homo_ha=-0.4249 total_charge=+1 e_above_lowest_kcal_mol=26.8 gap_ha=0.229
Mo 0.30137 -0.49478 0.20238
N -0.18915 -3.00254 2.78511
C -1.29275 -2.41227 2.24734
N -2.50586 -2.68780 2.65347
N -3.28884 -1.91840 1.86762
N -2.61851 -1.22800 1.05924
N -1.25395 -1.49303 1.26089
C 0.99949 -2.97861 2.13109
N 1.98975 -3.80034 2.38885
N 2.94006 -3.45499 1.49874
N 2.55347 -2.50675 0.75925
N 1.28436 -2.11669 1.13072
H -0.34244 -3.73889 3.45947
Br 0.70303 1.56262 2.84766
C 0.59351 2.45343 1.20615
C 0.55034 3.83546 1.08750
C 0.47274 4.37151 -0.19012
C 0.46033 3.53299 -1.30238
C 0.51272 2.17537 -1.08806
N 0.56675 1.66166 0.15097
C 0.56362 1.13854 -2.18764
O 0.57314 1.43362 -3.34571
O 0.74013 -0.09084 -1.70440
H 0.57647 4.45783 1.96955
H 0.43228 5.44430 -0.31793
H 0.42153 3.90156 -2.31778
S -3.89566 1.48036 -0.51291
C -2.32302 1.22151 0.03683
N -1.59172 0.37496 -0.63629
C -2.33352 -0.18670 -1.68573
C -1.91589 -1.17104 -2.58610
C -2.81003 -1.59838 -3.53995
C -4.10520 -1.06667 -3.62472
C -4.52981 -0.10042 -2.74398
C -3.62871 0.32549 -1.76865
H -1.96702 1.71774 0.92721
H -0.91901 -1.58395 -2.54795
H -2.50521 -2.36066 -4.24229
H -4.77952 -1.42455 -4.38876
H -5.52997 0.30493 -2.79690
C 3.86284 -0.93701 -1.45732
As 3.01378 0.00880 -0.00336
C 4.07669 -0.08889 1.60951
C 3.44262 1.85192 -0.58673
C 4.92515 2.10888 -0.62890
C 5.57982 2.64003 0.47954
C 6.94603 2.87523 0.45025
C 7.67421 2.58784 -0.69442
C 7.02842 2.08000 -1.81224
C 5.66228 1.84544 -1.78069
H 4.93315 -0.73501 -1.40861
H 3.45973 -0.55161 -2.39475
H 3.66960 -1.99935 -1.36490
H 5.10003 -0.34592 1.33665
H 3.67683 -0.84419 2.27708
H 4.07265 0.88648 2.09268
H 2.96518 2.55609 0.09952
H 3.01478 1.98618 -1.58364
H 5.01474 2.88614 1.37131
H 7.43969 3.28966 1.31825
H 8.73909 2.77274 -0.72066
H 7.58737 1.87288 -2.71407
H 5.16489 1.46588 -2.66448

***

Entry 5:
22
Properties=species:S:1:pos:R:3 method="wB97M-V/def2-TZVPD" smiles="[H]/N=C/NCC.O.O.O" e_homo_ha=-0.3368 total_charge=0 e_above_lowest_kcal_mol=25.7 gap_ha=0.350
H -2.84097 2.11191 1.91290
N -1.83432 1.91402 1.92757
C -1.43990 1.34860 0.85201
N -0.03779 1.43946 0.72456
C 0.72668 0.20011 0.41510
C 2.11670 0.68233 0.04166
H -2.02029 0.92007 0.03825
H 0.50240 1.88732 1.44751
H 0.31337 -0.42300 -0.41132
H 0.78550 -0.51876 1.25781
H 2.20050 1.01116 -1.00842
H 2.88475 -0.08959 0.21134
H 2.35098 1.66367 0.49224
O 0.16390 1.48651 -2.59972
H -0.03918 1.55908 -1.65233
H -0.69792 1.23329 -2.97074
O 0.46031 -3.23998 -0.52367
H 0.51467 -2.78791 -1.37588
H 0.20289 -4.14735 -0.72357
O -1.70255 -1.89863 0.42011
H -0.83428 -2.26769 0.15807
H -1.77543 -2.08460 1.36653